--- A ---
Molecular formula: C2H4N4O3
Method: DFT, ωB97M-V/def2-TZVPD

Each line ends with the Löwdin charge.
Element x y z (Å)
C1 1.25793 0.82910 -0.25069  -0.51
C2 -0.36453 -0.97728 -0.29954  -0.08
N1 0.93720 -0.49837 -0.43375  0.09
N2 0.04405 1.57657 -0.04567  -0.02
N3 -1.05765 1.04857 -0.55454  0.12
N4 -0.86284 -1.11145 1.01858  -0.42
O1 2.35451 1.28716 -0.24855  0.14
O2 -1.87064 -1.76704 1.18394  0.07
O3 -0.27219 -0.47839 1.88102  0.06
H1 -0.84758 -1.55091 -1.07342  0.14
H2 1.72231 -1.12512 -0.55622  0.17
H3 -0.06928 1.79510 0.94867  0.15
H4 -0.97130 0.97206 -1.56982  0.09

Calculated values
Spin multiplicity ... 1
Kohn-Sham gap (alpha / beta) ... 8.37 / 8.37 eV
Total charge ... 0
LUMO level (alpha / beta) ... -1.351 / -1.348 eV
HOMO (alpha / beta) ... -9.72 / -9.72 eV


--- B ---
Molecular formula: C2H4N4O3
Method: DFT, ωB97M-V/def2-TZVPD

Each line ends with the Löwdin charge.
Element x y z (Å)
C1 -0.78185 -1.19359 -0.58458  -0.10
C2 -0.34019 -0.83551 0.58204  -0.07
N1 -0.26793 -0.69501 -1.80246  0.01
N2 1.08623 0.45766 -0.25351  0.03
N3 -0.18677 -0.79709 1.89921  0.15
N4 0.77770 1.76321 -0.01730  -0.51
O1 0.63295 1.95754 1.17584  0.02
O2 0.70334 2.49178 -0.93099  0.11
O3 0.91240 0.14873 -1.62243  -0.13
H1 -1.66574 -1.88829 -0.84514  0.17
H2 -0.92066 -0.02845 -2.22420  0.13
H3 0.43311 -1.45145 2.33491  0.12
H4 -0.38260 0.07046 2.28861  0.08

Calculated values
Spin multiplicity ... 1
Kohn-Sham gap ... 9.17 eV
Total charge ... 0
LUMO level ... -0.001 eV
HOMO ... -9.17 eV


Consider the structures shown above. The most stable of them is A.